The following is a DFT calculation (the ωB97M-V functional and the def2-TZVPD basis) of a structure of composition C29H23BClF4N7O4Ta in a non-equilibrium geometry.

Cartesian coordinates (Å):
Ta 0.511 1.099 -1.118
N -1.749 1.209 2.868
C -1.413 1.334 1.602
N -0.322 0.816 1.077
C 0.555 0.109 1.907
N 1.626 -0.426 1.405
N 1.644 -0.357 0.042
C 2.496 -1.103 -0.568
C 2.341 -1.218 -2.017
C 3.130 -2.012 -2.820
C 2.794 -2.136 -4.166
C 1.686 -1.461 -4.651
C 0.957 -0.660 -3.786
N 1.263 -0.548 -2.492
C 0.237 -0.053 3.304
C 1.046 -0.785 4.179
C 0.657 -0.946 5.491
C -0.536 -0.385 5.949
C -1.354 0.341 5.102
C -0.960 0.497 3.782
H -2.604 1.642 3.193
H -2.077 1.914 0.972
H 3.219 -1.678 0.002
H 3.985 -2.526 -2.402
H 3.391 -2.756 -4.823
H 1.389 -1.537 -5.687
H 0.116 -0.082 -4.148
H 1.961 -1.228 3.813
H 1.272 -1.520 6.169
H -0.829 -0.523 6.981
H -2.279 0.776 5.460
O -1.756 -5.390 3.331
C -1.037 -4.288 3.156
O -0.268 -3.878 3.977
C -1.225 -3.492 1.885
C -0.281 -3.571 0.868
C -0.285 -2.647 -0.166
C -1.236 -1.636 -0.169
C -2.247 -1.619 0.785
C -2.243 -2.549 1.810
N -1.160 -0.534 -1.103
C -2.186 -0.359 -1.849
C -2.278 0.850 -2.653
C -3.321 1.108 -3.513
C -3.322 2.317 -4.212
C -2.282 3.202 -4.007
C -1.262 2.868 -3.123
N -1.257 1.714 -2.452
H -2.308 -5.608 2.569
H 0.482 -4.339 0.897
H 0.442 -2.728 -0.961
H -3.014 -0.852 0.756
H -3.010 -2.512 2.575
H -2.990 -1.091 -1.863
H -4.116 0.384 -3.635
H -4.124 2.554 -4.899
H -2.240 4.153 -4.521
H -0.434 3.543 -2.955
Cl 1.945 5.504 -0.053
C 1.075 4.420 1.051
C 0.826 3.202 0.234
O 1.683 2.255 0.133
O -0.222 3.013 -0.460
H 0.138 4.879 1.357
H 1.698 4.185 1.911
F 4.013 3.454 -1.953
B 4.593 2.306 -1.706
F 1.387 1.990 -2.501
F 5.881 2.133 -1.708
F 3.791 1.259 -1.454

Computed properties:
HOMO-LUMO gap   6.1 eV
Lowest unoccupied orbital energy   -10.524 eV
Net charge   +3
E_tot   -2744.1815 hartree
Energy above the lowest of the compared OMol25 structures with the same formula, charge and spin   80.9 kJ/mol